Density functional theory data (wB97M-V/def2-TZVPD) for a 16-piece molecular cluster, C64H128O25S9 overall at a distorted geometry.

Structure (XYZ):
```
226
Properties=species:S:1:pos:R:3
C 10.41 16.51 15.18
C 9.31 15.61 15.77
C 9.75 14.16 15.49
S 11.52 14.11 15.24
O 11.85 13.72 13.90
O 12.14 13.44 16.40
C 11.76 15.86 15.44
H 10.41 17.51 15.57
H 10.26 16.60 14.09
H 8.30 15.81 15.40
H 9.29 15.79 16.88
H 9.29 13.81 14.58
H 9.47 13.46 16.30
H 12.58 16.17 14.82
H 12.06 16.06 16.47
C 11.05 19.41 12.80
C 11.41 18.19 11.91
C 12.90 17.74 12.26
S 13.54 18.99 13.40
O 14.92 19.33 13.03
O 13.15 18.60 14.77
C 12.34 20.19 12.96
H 10.61 19.04 13.73
H 10.27 19.97 12.33
H 11.43 18.68 10.87
H 10.64 17.45 11.89
H 13.56 17.57 11.45
H 12.88 16.83 12.90
H 12.61 20.66 12.03
H 12.34 20.88 13.78
C 19.72 10.92 17.40
C 20.13 11.99 18.38
C 20.37 13.24 17.59
S 21.42 12.63 16.33
O 22.79 12.64 16.69
O 20.90 13.19 15.10
C 20.85 10.93 16.38
H 18.78 11.30 16.92
H 19.60 9.91 17.79
H 21.03 11.83 19.01
H 19.26 12.09 19.03
H 20.75 14.16 18.04
H 19.41 13.54 17.10
H 21.67 10.22 16.59
H 20.50 10.76 15.35
C 13.79 11.07 19.65
C 13.46 12.57 19.54
C 14.41 13.17 18.43
S 16.00 12.61 18.90
O 16.39 13.19 20.16
O 16.95 12.48 17.77
C 15.31 10.96 19.33
H 13.18 10.47 18.97
H 13.60 10.86 20.71
H 13.85 13.05 20.40
H 12.40 12.75 19.34
H 14.50 14.27 18.33
H 14.19 12.77 17.44
H 15.83 10.65 20.16
H 15.46 10.36 18.43
C 22.60 15.55 10.16
C 23.18 14.22 10.66
C 23.16 14.29 12.17
S 22.70 16.04 12.63
O 23.59 16.57 13.58
O 21.29 16.25 12.73
C 23.12 16.67 11.04
H 21.55 15.51 10.24
H 22.89 15.72 9.15
H 24.20 14.18 10.36
H 22.57 13.44 10.25
H 24.11 14.27 12.68
H 22.48 13.66 12.75
H 24.22 16.66 11.09
H 22.76 17.64 10.91
C 18.55 15.91 19.86
C 19.54 15.17 20.79
C 18.84 15.02 22.14
S 18.10 16.63 22.30
O 19.20 17.63 22.21
O 17.05 16.69 23.29
C 17.48 16.62 20.67
H 18.04 15.09 19.32
H 19.22 16.57 19.26
H 20.50 15.70 20.88
H 19.78 14.23 20.34
H 19.52 14.99 23.01
H 18.14 14.20 22.29
H 17.32 17.62 20.29
H 16.51 16.12 20.67
C 14.96 15.37 10.64
C 14.50 14.18 11.48
C 13.95 13.08 10.62
S 14.44 13.31 8.91
O 13.32 13.81 8.17
O 15.26 12.26 8.42
C 15.53 14.75 9.32
H 15.67 16.06 11.06
H 14.06 15.89 10.34
H 13.77 14.52 12.20
H 15.33 13.82 12.13
H 12.89 13.15 10.51
H 14.30 12.09 10.91
H 15.41 15.40 8.41
H 16.58 14.46 9.38
C 17.77 11.46 10.75
C 18.28 12.84 11.14
C 19.29 12.52 12.25
S 20.11 10.93 11.90
O 19.83 10.05 13.02
O 21.50 11.03 11.46
C 18.97 10.55 10.61
H 17.27 11.36 9.82
H 17.05 11.09 11.47
H 17.43 13.43 11.52
H 18.77 13.40 10.31
H 18.82 12.43 13.20
H 20.09 13.29 12.46
H 18.77 9.48 10.58
H 19.51 10.81 9.67
C 18.13 15.24 14.27
C 18.25 16.77 14.79
C 16.81 17.31 14.55
S 15.65 15.99 14.97
O 14.81 15.75 13.81
O 15.00 16.16 16.29
C 16.86 14.62 14.89
H 19.00 14.59 14.45
H 18.00 15.29 13.18
H 18.91 17.28 14.09
H 18.55 16.83 15.85
H 16.67 17.45 13.51
H 16.50 18.19 15.09
H 16.35 13.93 14.24
H 17.05 14.18 15.87
C 23.30 18.31 17.19
C 24.22 19.03 18.24
C 23.47 18.78 19.46
O 22.77 17.53 19.33
C 22.99 17.03 18.00
H 23.75 18.07 16.27
H 22.34 18.84 17.04
H 24.23 20.08 18.02
H 25.25 18.58 18.23
H 22.76 19.60 19.55
H 24.00 18.64 20.44
H 22.10 16.55 17.64
H 23.75 16.27 17.93
C 14.56 10.47 15.47
C 16.11 10.08 15.46
C 16.64 10.93 14.26
O 15.57 11.46 13.50
C 14.42 11.55 14.44
H 14.21 10.58 16.49
H 14.04 9.65 15.02
H 16.21 9.01 15.18
H 16.66 10.32 16.34
H 17.13 10.27 13.57
H 17.29 11.71 14.63
H 13.49 11.49 13.96
H 14.42 12.56 14.88
C 20.51 21.08 12.52
C 19.82 19.90 13.18
C 19.82 20.27 14.70
O 20.28 21.57 14.81
C 21.22 21.78 13.75
H 19.78 21.75 12.11
H 21.26 20.91 11.75
H 20.37 18.94 13.05
H 18.76 19.87 12.82
H 20.39 19.57 15.34
H 18.82 20.33 15.15
H 22.16 21.28 13.96
H 21.42 22.85 13.63
C 14.87 22.92 16.53
C 13.60 23.62 17.08
C 12.46 22.99 16.27
O 13.01 22.08 15.30
C 14.34 21.69 15.79
H 15.52 22.75 17.37
H 15.44 23.62 15.86
H 13.70 24.72 16.97
H 13.60 23.47 18.19
H 11.94 23.81 15.78
H 11.72 22.45 16.89
H 14.94 21.50 14.92
H 14.18 20.77 16.43
C 13.56 16.68 20.15
C 14.02 17.60 19.04
C 12.72 17.86 18.29
O 12.09 16.60 18.33
C 12.31 16.02 19.63
H 13.32 17.27 21.02
H 14.30 15.93 20.43
H 14.63 17.00 18.37
H 14.54 18.48 19.38
H 12.91 18.00 17.20
H 12.10 18.67 18.74
H 12.37 14.95 19.61
H 11.48 16.38 20.27
C 19.91 20.94 18.34
C 19.71 19.41 18.48
C 18.20 19.29 18.24
O 17.82 20.40 17.38
C 18.60 21.53 17.80
H 20.78 21.16 17.70
H 20.19 21.32 19.32
H 19.95 19.23 19.52
H 20.31 18.71 17.91
H 17.65 19.31 19.18
H 17.93 18.37 17.75
H 17.94 22.09 18.51
H 18.85 22.19 16.92
C 19.34 18.36 10.13
C 18.21 19.13 9.59
C 17.10 18.93 10.65
O 17.32 17.62 11.12
C 18.64 17.17 10.85
H 19.97 18.97 10.79
H 19.95 17.90 9.31
H 17.82 18.74 8.64
H 18.45 20.16 9.49
H 16.08 19.08 10.28
H 17.25 19.57 11.55
H 18.71 16.34 10.14
H 19.16 16.90 11.77
```

Calculated values
M   1586.31 g/mol
Orbital gap   0.3528 Ha
E_tot   -217140.7165 eV
HOMO energy   -0.34213 hartree

Results of the Löwdin charge analysis, in e, for atoms 1 through 4:
1. C -0.203
2. C -0.185
3. C -0.224
4. S 0.708